Record 1
Entry from the Open Molecules 2025 dataset: a molecular structure, C41H52AlFNO2 in a non-equilibrium geometry (ωB97M-V with the def2-TZVPD basis set).

XYZ file:
```
98
Properties=species:S:1:pos:R:3
C -0.83 2.41 -0.25
C 0.20 1.32 0.12
C 0.90 1.62 1.46
C 0.70 0.40 2.41
C 1.02 0.75 3.88
Al 1.84 -1.16 1.69
C 0.73 -2.89 1.71
C 0.32 -3.38 3.04
O 0.14 -4.49 3.29
F 0.09 -2.50 4.02
C 3.65 -1.33 2.66
C 4.75 -0.92 1.75
O 4.77 -1.31 0.64
N 5.81 -0.04 2.15
C 6.03 0.05 3.59
C 5.73 1.26 1.50
H -1.62 1.94 -0.85
H -1.25 2.86 0.64
H -0.35 3.15 -0.89
H 0.92 1.21 -0.69
H -0.32 0.38 0.21
H 1.98 1.71 1.31
H 0.47 2.50 1.94
H -0.35 0.12 2.37
H 1.69 1.62 3.94
H 1.44 -0.07 4.45
H 0.11 1.07 4.38
H 2.10 -0.83 0.13
H -0.18 -2.65 1.17
H 1.21 -3.69 1.17
H 3.61 -0.79 3.60
H 3.78 -2.39 2.88
H 6.69 0.91 3.76
H 5.14 0.24 4.18
H 6.59 -0.81 3.94
H 5.58 1.10 0.44
H 6.69 1.76 1.59
H 4.93 1.90 1.89
C -6.31 2.93 -2.25
C -5.81 2.09 -1.27
C -4.70 1.29 -1.54
C -4.09 1.35 -2.78
C -4.59 2.20 -3.76
C -5.70 2.99 -3.50
H -7.17 3.55 -2.04
H -6.28 2.05 -0.30
H -4.31 0.63 -0.78
H -3.22 0.73 -2.99
H -4.11 2.24 -4.73
H -6.09 3.65 -4.26
C -0.46 4.09 -5.69
C 0.05 4.56 -6.89
C -0.81 4.92 -7.92
C -2.19 4.82 -7.74
C -2.69 4.36 -6.53
C -1.83 3.99 -5.51
H 0.22 3.81 -4.89
H 1.12 4.64 -7.04
H -0.42 5.27 -8.86
H -2.86 5.11 -8.54
H -3.76 4.29 -6.39
H -2.23 3.63 -4.57
C -7.97 3.62 1.99
C -9.33 3.53 2.22
C -10.20 4.40 1.58
C -9.71 5.36 0.70
C -8.34 5.45 0.48
C -7.47 4.58 1.12
H -7.29 2.94 2.49
H -9.72 2.77 2.89
H -11.27 4.33 1.76
H -10.39 6.04 0.20
H -7.95 6.19 -0.21
H -6.40 4.65 0.95
C 9.05 -1.44 -1.27
C 7.69 -1.64 -1.04
C 6.91 -2.26 -2.01
C 7.48 -2.69 -3.20
C 8.84 -2.50 -3.42
C 9.62 -1.87 -2.46
H 9.66 -0.96 -0.52
H 7.24 -1.31 -0.12
H 5.85 -2.40 -1.83
H 6.87 -3.17 -3.95
H 9.29 -2.83 -4.35
H 10.68 -1.71 -2.64
C -1.09 -8.65 3.18
C -0.78 -10.01 3.17
C 0.35 -10.46 3.83
C 1.16 -9.57 4.52
C 0.84 -8.21 4.53
C -0.28 -7.76 3.86
H -1.97 -8.30 2.65
H -1.41 -10.71 2.63
H 0.60 -11.52 3.82
H 2.04 -9.92 5.05
H 1.47 -7.51 5.07
H -0.52 -6.70 3.86
```

Calculated values
Charge: -1
Relative energy (zero: lowest compared OMol25 entry of this formula, charge and spin), kcal per mole: 18.53
Frontier orbital gap, eV: 7.0

Table of Löwdin atomic charges, one value per atom, all in e:
1. C -0.1061
2. C -0.2851
3. C -0.2669
4. C -0.3988
5. C -0.1551
6. Al 0.4214
7. C -0.1397
8. C -0.6096
9. O 0.1306
10. F 0.0833
11. C -0.1203
12. C -0.5784
13. O 0.0383
14. N -0.1670
15. C -0.0949
16. C -0.0828
17. H 0.0388
18. H 0.0596
19. H 0.0594
20. H 0.0811
21. H 0.0756
22. H 0.0828
23. H 0.0911
24. H 0.0762
25. H 0.0579
26. H 0.0397
27. H 0.0569
28. H -0.0145
29. H 0.0668
30. H 0.0586
31. H 0.0274
32. H 0.0711
33. H 0.0732
34. H 0.0691
35. H 0.0825
36. H 0.0824
37. H 0.0747
38. H 0.0866
39. C -0.0974
40. C -0.0931
41. C -0.0911
42. C -0.0935
43. C -0.1072
44. C -0.0969
45. H 0.0933
46. H 0.0904
47. H 0.1052
48. H 0.1059
49. H 0.0850
50. H 0.0965
51. C -0.0868
52. C -0.0976
53. C -0.1036
54. C -0.1027
55. C -0.0994
56. C -0.0928
57. H 0.1045
58. H 0.0996
59. H 0.0969
60. H 0.0969
61. H 0.0939
62. H 0.0884
63. C -0.0977
64. C -0.0975
65. C -0.1016
66. C -0.1012
67. C -0.1014
68. C -0.1048
69. H 0.1033
70. H 0.0995
71. H 0.0976
72. H 0.0978
73. H 0.1009
74. H 0.1047
75. C -0.1002
76. C -0.0798
77. C -0.0795
78. C -0.1024
79. C -0.1169
80. C -0.1165
81. H 0.0953
82. H 0.0858
83. H 0.1041
84. H 0.0953
85. H 0.0915
86. H 0.0913
87. C -0.0937
88. C -0.1105
89. C -0.1141
90. C -0.1065
91. C -0.0871
92. C -0.0801
93. H 0.0989
94. H 0.0936
95. H 0.0929
96. H 0.0947
97. H 0.1032
98. H 0.0810

***

Record 2
Entry from the Open Molecules 2025 dataset: a molecular structure, C41H52CsFN12O5S (ωB97M-V with the def2-TZVPD basis set).

XYZ file:
```
113
Properties=species:S:1:pos:R:3
Cs -0.68 -0.75 -1.37
C 3.24 1.95 -2.48
C 3.99 1.03 -1.52
C 3.17 -0.10 -0.86
N 2.44 -0.86 -1.85
C 2.76 -2.07 -2.16
C 3.72 -2.91 -1.50
C 4.43 -4.00 -1.97
C 4.50 -4.56 -3.24
C 3.73 -4.14 -4.34
C 2.66 -3.30 -4.40
C 1.95 -2.63 -3.32
N 0.70 -2.34 -3.31
C -0.16 -2.78 -4.38
C -0.47 -1.65 -5.39
C -1.57 -0.65 -4.99
N -1.16 0.35 -4.03
C -0.70 1.48 -4.46
C -0.47 1.80 -5.85
C -0.49 3.01 -6.51
C -0.69 4.30 -6.02
C -0.68 4.64 -4.66
C -0.44 3.87 -3.55
C -0.23 2.45 -3.39
N 0.31 1.89 -2.36
C 1.01 2.66 -1.36
C 2.40 3.07 -1.87
H 2.61 1.34 -3.13
H 4.00 2.42 -3.13
H 4.46 1.62 -0.72
H 4.80 0.55 -2.06
H 2.44 0.35 -0.17
H 3.88 -0.68 -0.25
H 3.95 -2.64 -0.47
H 5.09 -4.46 -1.23
H 5.23 -5.35 -3.41
H 4.02 -4.58 -5.30
H 2.22 -3.15 -5.38
H -1.11 -3.10 -3.94
H 0.25 -3.64 -4.92
H -0.80 -2.13 -6.32
H 0.45 -1.11 -5.61
H -2.39 -1.22 -4.54
H -1.97 -0.19 -5.91
H -0.30 0.94 -6.48
H -0.37 2.94 -7.59
H -0.79 5.11 -6.74
H -0.84 5.70 -4.45
H -0.39 4.43 -2.61
H 1.11 2.05 -0.46
H 0.48 3.57 -1.04
H 2.96 3.56 -1.05
H 2.25 3.83 -2.64
C -2.69 -3.49 3.45
C -1.86 -3.17 2.24
N -2.28 -3.04 1.03
N -3.62 -3.03 0.82
C -4.09 -3.11 -0.46
N -5.31 -2.56 -0.61
S -3.26 -3.88 -1.70
C -0.38 -3.07 2.39
C 0.28 -3.71 3.43
C 1.66 -3.63 3.51
C 2.34 -2.90 2.55
C 1.60 -2.27 1.56
N 0.27 -2.34 1.49
H -3.72 -3.19 3.34
H -2.29 -2.97 4.33
H -2.64 -4.56 3.64
H -4.20 -2.54 1.51
H -5.52 -1.73 -0.04
H -5.64 -2.55 -1.56
H -0.28 -4.28 4.17
H 2.19 -4.13 4.31
H 3.42 -2.82 2.56
H 2.09 -1.69 0.79
F -0.39 -0.99 5.24
C -1.46 -0.20 5.03
C -1.96 -0.02 3.80
N -3.02 0.79 3.55
C -3.58 0.85 2.20
C -4.62 -0.25 1.93
O -4.66 -1.20 2.75
O -5.27 -0.12 0.87
C -3.69 1.42 4.57
O -4.67 2.13 4.41
N -3.13 1.23 5.82
C -2.03 0.46 6.18
O -1.65 0.40 7.33
H -1.51 -0.51 2.94
H -2.74 0.70 1.52
H -4.00 1.84 2.02
H -3.61 1.70 6.58
C -0.28 3.79 4.95
N -0.40 3.48 3.54
C -1.59 3.99 2.90
C 0.19 2.36 2.99
O -0.38 1.67 2.16
N 1.44 2.05 3.47
C 2.43 3.08 3.72
C 1.99 0.77 3.06
H -1.24 3.63 5.45
H 0.02 4.83 5.11
H 0.46 3.13 5.42
H -2.51 3.63 3.38
H -1.61 3.68 1.86
H -1.59 5.09 2.95
H 1.96 4.06 3.71
H 3.19 3.06 2.93
H 2.93 2.93 4.68
H 1.19 0.04 2.96
H 2.69 0.42 3.83
H 2.52 0.84 2.11
```

Calculated values
Charge: -2
Relative energy (zero: lowest compared OMol25 entry of this formula, charge and spin), kcal per mole: 0.00
Frontier orbital gap, eV: 4.9

Here are the Löwdin charges for atoms 1 to 99, given in e:
1. Cs 0.8807
2. C -0.2094
3. C -0.1858
4. C -0.2842
5. N 0.0033
6. C -0.2627
7. C -0.0707
8. C -0.1591
9. C -0.1808
10. C -0.1545
11. C -0.0631
12. C -0.2574
13. N -0.0747
14. C -0.2580
15. C -0.1735
16. C -0.2629
17. N -0.0608
18. C -0.2556
19. C -0.0610
20. C -0.1531
21. C -0.1806
22. C -0.1564
23. C -0.0676
24. C -0.2646
25. N -0.0591
26. C -0.2652
27. C -0.1859
28. H 0.1007
29. H 0.0986
30. H 0.0991
31. H 0.1055
32. H 0.0741
33. H 0.0890
34. H 0.0628
35. H 0.0832
36. H 0.0610
37. H 0.0842
38. H 0.0817
39. H 0.0788
40. H 0.0940
41. H 0.1012
42. H 0.1088
43. H 0.1009
44. H 0.0949
45. H 0.0762
46. H 0.0848
47. H 0.0616
48. H 0.0832
49. H 0.0767
50. H 0.0750
51. H 0.0930
52. H 0.0993
53. H 0.0983
54. C -0.0226
55. C -0.2757
56. N 0.0974
57. N -0.0156
58. C -0.9309
59. N 0.0921
60. S 0.5403
61. C -0.2392
62. C -0.0259
63. C -0.0688
64. C -0.0578
65. C -0.1355
66. N 0.1090
67. H 0.0541
68. H 0.0732
69. H 0.0888
70. H 0.0945
71. H 0.0608
72. H 0.0767
73. H 0.1048
74. H 0.1015
75. H 0.1031
76. H 0.0791
77. F 0.0710
78. C -0.1853
79. C 0.0359
80. N 0.0205
81. C -0.0291
82. C -0.6541
83. O -0.0450
84. O -0.0263
85. C -0.4833
86. O 0.0745
87. N 0.2142
88. C -0.4174
89. O 0.0596
90. H 0.1369
91. H 0.1227
92. H 0.1270
93. H 0.1600
94. C -0.0650
95. N -0.1421
96. C -0.0380
97. C -0.5059
98. O 0.0515
99. N -0.1400